No. 1
Molecular formula: C24H58P2Si4SnTe
Method: DFT, the ωB97M-V functional and the def2-TZVPD basis

Element x y z (Å)
P: 0.19414 -1.41454 -6.65345
P: 0.01066 1.80556 -6.54054
C: -0.20679 -0.47758 -8.23084
C: 0.28626 0.97513 -8.20224
H: -1.30099 -0.50689 -8.34613
H: 0.23871 -1.02088 -9.07824
H: 1.36838 1.01486 -8.39955
H: -0.22200 1.57181 -8.97518
C: -1.59041 2.65594 -6.89128
H: -1.80821 3.35015 -6.06662
H: -2.40719 1.92181 -6.93943
H: -1.55337 3.21954 -7.83491
C: 1.15908 3.22558 -6.74884
H: 0.98592 3.76088 -7.69341
H: 2.19787 2.86671 -6.72437
H: 1.02186 3.92379 -5.91125
C: -0.96423 -2.82504 -6.86966
H: -0.76325 -3.57632 -6.09306
H: -0.86170 -3.29521 -7.85813
H: -1.99877 -2.47527 -6.74328
C: 1.76553 -2.22884 -7.17940
H: 2.57517 -1.48781 -7.23942
H: 1.65872 -2.72884 -8.15299
H: 2.04612 -2.97465 -6.42153
Sn: 0.02091 -0.04640 -0.17439
C: 0.72029 1.58760 -1.55594
C: -0.77812 1.51111 -1.63945
C: -1.49959 0.74812 -2.69151
C: -1.88942 -0.72352 -2.31736
C: -0.86766 -1.49430 -1.55933
C: 0.60312 -1.41671 -1.78617
C: 1.22483 -0.59741 -2.86704
C: 1.65854 0.85228 -2.45218
C: 0.10462 -1.56081 1.45242
H: 1.11216 2.34807 -0.88685
H: -1.31120 2.20845 -0.99774
H: -0.92838 0.75765 -3.62443
H: -2.43098 1.29933 -2.86895
H: -2.79311 -0.69160 -1.68652
H: -2.14200 -1.27520 -3.22168
H: -1.19447 -2.30230 -0.91139
H: 1.20209 -2.14956 -1.25073
H: 0.56291 -0.55074 -3.73651
H: 2.12993 -1.13200 -3.17233
H: 2.61811 0.78599 -1.91399
H: 1.81763 1.45801 -3.34251
H: 0.87501 -1.40419 2.19857
H: 0.42222 -2.61179 0.92050
H: -1.00307 -1.68623 1.92202
C: -3.40235 -0.28193 4.38534
Si: -1.91287 -1.10249 5.15395
C: -2.04243 -1.05553 7.01273
C: -1.90325 -2.88237 4.59445
Si: -0.00109 -0.01875 4.62523
Te: -0.07071 0.58539 2.26917
Si: 0.00099 2.21844 5.08855
C: 0.01456 2.38651 6.94430
C: 1.49862 3.06312 4.36036
C: -1.51177 3.05703 4.38296
Si: 1.91252 -1.10411 5.15685
C: 2.02271 -1.09505 7.01633
C: 1.91837 -2.86923 4.54977
C: 3.40647 -0.26153 4.42032
H: -4.28044 -0.86144 4.69150
H: -3.32151 -0.29515 3.29482
H: -3.50944 0.74442 4.73957
H: -2.96035 -1.58783 7.28473
H: -1.18702 -1.55830 7.46939
H: -2.10533 -0.02541 7.36930
H: -1.82053 -2.95588 3.50656
H: -1.09008 -3.43271 5.06981
H: -2.85730 -3.31742 4.90990
H: 0.91392 1.93182 7.36273
H: 0.01390 3.45857 7.16577
H: -0.87575 1.92780 7.37753
H: 1.51055 2.95131 3.27322
H: 1.42007 4.12509 4.61911
H: 2.41639 2.65862 4.79192
H: -1.54075 2.94327 3.29608
H: -2.42038 2.64956 4.83049
H: -1.43246 4.11965 4.63855
H: 1.16748 -1.61566 7.45245
H: 2.94289 -1.62413 7.28678
H: 2.07141 -0.07210 7.39495
H: 1.85375 -2.91379 3.45794
H: 2.86814 -3.30914 4.86838
H: 1.10040 -3.43621 4.99489
H: 3.33622 -0.24793 3.32934
H: 3.50735 0.75557 4.80157
H: 4.28332 -0.84585 4.71968

Atoms 1-3, force components in eV/Å:
P -0.068 -0.112 -0.272
P 0.014 0.133 -0.221
C 0.016 -0.180 0.246

Calculated values
Relative energy (zero: lowest compared OMol25 entry of this formula, charge and spin)   181.2 kJ/mol
Frontier orbital gap (alpha / beta)   5.27 / 4.82 eV
HOMO (alpha / beta)   -5.205 / -4.846 eV

Löwdin atomic charge list, values in e, 2 entries: atom 1 (P): 0.808, atom 2 (P): 0.801

---

No. 2
Molecular formula: C24H59ClN9O5P2
Method: DFT, the ωB97M-V functional and the def2-TZVPD basis

Element x y z (Å)
C: 8.25294 -1.20297 2.35631
C: 7.76810 -0.77744 0.99974
O: 8.44042 -0.07445 0.29756
O: 6.57640 -1.24550 0.56018
C: 5.50353 -0.97216 1.47580
C: 4.23261 -0.67286 0.72247
C: 2.97419 -0.67330 1.60989
C: 3.16555 -0.04425 3.00733
C: 2.20406 1.10143 3.32158
C: 2.31211 2.31082 2.36096
C: 3.69689 2.57565 1.81459
N: 4.56846 3.33019 2.77290
C: 5.79226 3.54599 2.25224
N: 6.88427 3.00241 2.75679
O: 6.79552 2.17882 3.85185
N: 5.87970 4.33216 1.14228
C: 5.03721 3.74271 0.05934
C: 3.61944 3.46674 0.56559
Cl: 2.80664 2.60906 -0.74880
H: 8.48726 -2.26357 2.37253
H: 9.12097 -0.61376 2.62087
H: 7.50202 -1.02776 3.12347
H: 5.78347 -0.07518 2.03544
H: 5.38998 -1.76082 2.22005
H: 4.11754 -1.44210 -0.03971
H: 4.31899 0.26685 0.18259
H: 2.23516 -0.07401 1.07750
H: 2.55419 -1.67245 1.65177
H: 2.98450 -0.82304 3.74571
H: 4.18078 0.30688 3.19072
H: 1.19212 0.71250 3.21638
H: 2.28303 1.40208 4.36469
H: 1.57334 2.21106 1.57529
H: 2.02400 3.19489 2.93194
H: 4.21936 1.67825 1.49683
H: 4.62301 2.87181 3.67669
H: 7.80052 3.14596 2.35582
H: 7.36281 2.56250 4.53770
H: 6.83492 4.32045 0.79562
H: 5.43333 2.78755 -0.28882
H: 4.96108 4.38479 -0.81077
H: 3.08534 4.38389 0.79282
O: -0.36921 -0.35398 -1.67130
P: -0.42422 -0.31370 -3.17353
N: -0.73857 1.35499 -3.49760
C: -2.04344 1.98997 -3.41238
C: 0.35011 2.21501 -3.05763
N: -1.73823 -1.39474 -3.46660
C: -3.08329 -0.95609 -3.79214
C: -1.79814 -2.50115 -2.50825
N: 0.28688 -0.63237 -4.76001
C: 1.72510 -0.92349 -4.74715
C: -0.07158 0.15743 -5.91346
H: -1.99410 2.97406 -3.88320
H: -2.39973 2.11271 -2.37933
H: -2.79540 1.44341 -3.97220
H: 1.08583 2.34764 -3.86339
H: 0.87087 1.78574 -2.19880
H: 0.00472 3.20470 -2.76479
H: -3.51347 -0.31668 -3.01213
H: -3.74324 -1.81498 -3.91451
H: -3.12042 -0.43599 -4.75266
H: -2.29688 -2.22304 -1.57359
H: -0.79753 -2.85794 -2.26347
H: -2.33844 -3.33452 -2.95862
H: 2.33798 -0.02023 -4.61015
H: 2.02844 -1.40309 -5.67904
H: 1.96238 -1.61572 -3.93449
H: 0.42109 1.13837 -5.94109
H: -1.14562 0.31328 -5.98424
H: 0.22987 -0.40174 -6.80253
O: -4.90038 -2.27475 -0.53321
P: -5.56771 -1.89831 0.75613
N: -6.94455 -2.93079 0.80659
C: -8.17693 -2.70240 0.07044
C: -6.58928 -4.34627 0.90566
N: -5.89338 -0.22045 0.43688
C: -7.19408 0.29595 0.05478
C: -4.85321 0.40608 -0.37083
N: -5.52756 -1.62415 2.50089
C: -4.37754 -2.21663 3.19358
C: -6.72369 -1.72509 3.30203
H: -8.95187 -3.36701 0.45676
H: -8.07509 -2.87421 -1.01000
H: -8.55999 -1.69835 0.22480
H: -6.51322 -4.65583 1.95575
H: -5.63342 -4.56707 0.42112
H: -7.34058 -4.97309 0.43120
H: -7.57959 -0.15379 -0.87094
H: -7.12460 1.37306 -0.10414
H: -7.93043 0.16892 0.85082
H: -4.98908 0.20842 -1.44137
H: -3.86563 0.04169 -0.08780
H: -4.85592 1.48566 -0.20484
H: -4.47768 -3.30311 3.32580
H: -4.24740 -1.76348 4.17827
H: -3.46046 -2.03208 2.62714
H: -7.01828 -2.76034 3.51634
H: -7.56893 -1.21935 2.84048
H: -6.52928 -1.22097 4.25225

Atoms 1-3, force components in eV/Å:
C -0.398 0.131 0.399
C 0.768 0.100 -0.159
O -0.133 0.113 -0.237

Calculated values
Frontier orbital gap   5.96 eV
Charge   +1
HOMO   -9.202 eV

Löwdin atomic charge list, values in e, 2 entries: atom 1 (C): 0.018, atom 2 (C): -0.544

---

No. 3
Molecular formula: C24H60BrN4O8V
Method: DFT, the ωB97M-V functional and the def2-TZVPD basis

Element x y z (Å)
V: -0.12281 0.30587 -0.16458
Br: -0.25935 -2.00755 0.92695
C: 4.01786 0.95959 1.07754
C: 2.67888 1.49426 0.61996
O: 1.50215 0.87340 1.10452
H: 3.95437 1.04522 2.14414
H: 4.78744 1.60503 0.63781
H: 4.35632 -0.06012 0.77643
H: 2.46475 1.51970 -0.46131
H: 2.66491 2.53709 0.96797
H: 1.56174 0.81887 2.09034
C: 0.31557 4.39273 3.43448
C: 1.73452 3.94546 3.34628
O: 2.27549 3.62366 4.62902
H: -0.07925 4.60249 2.43571
H: 0.33300 5.25947 4.07258
H: -0.26205 3.55988 3.84510
H: 2.34478 4.69384 2.84663
H: 1.77547 3.08823 2.67105
H: 2.04021 4.28245 5.32020
C: -3.98529 -0.91654 -1.44065
C: -2.54593 -1.21244 -1.77250
O: -1.71815 0.00780 -1.56440
H: -4.43017 -0.06223 -1.89770
H: -4.09259 -0.70271 -0.32978
H: -4.61134 -1.79199 -1.73131
H: -2.41416 -1.54083 -2.79804
H: -2.18261 -2.07078 -1.12969
H: -1.72154 0.48417 -2.40307
C: 2.78792 2.85978 -4.63317
C: 3.34638 1.50177 -4.39197
O: 2.25968 0.54974 -4.56627
H: 2.75366 2.94232 -5.69250
H: 3.30690 3.70803 -4.17173
H: 1.79341 2.72296 -4.24228
H: 3.79034 1.28990 -3.38357
H: 4.16169 1.23120 -5.04958
H: 2.63619 -0.22752 -4.92990
C: 0.93448 -0.89081 5.21641
C: 2.12519 -0.61739 4.24765
O: 2.05170 0.70427 3.58947
H: 0.78705 0.11095 5.61209
H: 1.10812 -1.56633 6.02042
H: 0.08073 -1.18994 4.59541
H: 2.01597 -1.37940 3.45485
H: 3.07490 -0.73555 4.80842
H: 2.47587 1.32542 4.16609
C: 0.14597 -4.41088 4.19032
C: -1.34675 -4.05060 4.04981
O: -1.90718 -4.40998 2.75935
H: 0.68320 -4.18462 3.23491
H: 0.29991 -5.49238 4.27584
H: 0.61367 -3.89911 5.05599
H: -1.49842 -2.95016 4.19571
H: -1.89800 -4.61064 4.76117
H: -1.68844 -3.69858 2.17215
C: 3.59594 -1.46511 -1.72360
C: 2.09009 -1.51244 -1.30691
O: 1.43104 -0.18919 -1.60354
H: 4.17310 -0.75198 -1.12531
H: 3.72981 -1.24239 -2.84045
H: 4.16585 -2.35676 -1.46660
H: 2.12163 -1.67220 -0.23574
H: 1.52182 -2.28989 -1.81929
H: 1.34515 -0.10432 -2.60598
C: -5.52028 -1.71046 2.85256
C: -4.35390 -2.30497 2.14182
O: -3.46737 -1.30595 1.68875
H: -5.97103 -0.87798 2.36631
H: -5.15681 -1.36168 3.86533
H: -6.30638 -2.48046 3.00373
H: -4.61919 -2.93192 1.24209
H: -3.93977 -3.04140 2.78949
H: -2.62108 -1.67945 1.52995
C: -0.19579 1.01046 -6.35376
C: -1.02351 0.97511 -5.15803
N: -1.73509 1.02435 -4.27798
H: 0.84621 0.85366 -6.12997
H: -0.37993 1.96530 -6.84618
H: -0.42973 0.21268 -7.08442
C: -0.72467 4.13683 -2.71142
C: -0.27754 3.03145 -1.89655
N: -0.02234 2.16434 -1.19436
H: -1.11744 3.85425 -3.68247
H: 0.07505 4.85090 -2.91866
H: -1.52462 4.66230 -2.18727
C: -0.54841 -4.04883 -5.47945
C: 0.27141 -2.84907 -5.39993
N: 0.85085 -1.86142 -5.20253
H: -0.27445 -4.56445 -6.42636
H: -1.55880 -3.73682 -5.45595
H: -0.41094 -4.75192 -4.61725
C: -3.62821 1.60154 2.56163
C: -2.47613 1.29734 1.79475
N: -1.49856 1.03810 1.18412
H: -3.42785 2.56295 3.06796
H: -3.84404 0.79817 3.24768
H: -4.44049 1.68487 1.81499

Atoms 1-3, force components in eV/Å:
V 0.481 0.122 -0.211
Br -0.168 -0.228 0.263
C 0.213 -0.675 -0.940

Calculated values
2S+1   4
Frontier orbital gap (alpha / beta)   7.93 / 9.40 eV
Charge   +1
<S²>   3.757
HOMO (alpha / beta)   -9.727 / -11.202 eV

Löwdin atomic charge list, values in e, 2 entries: atom 1 (V): 0.438, atom 2 (Br): 0.323

---

no.,calculated total energy (a.u.)
1,-3271.98430
2,-2961.39161
3,-5289.21925